No. 1
11 unconnected molecules or ions with the total composition C46H120N6O17 in a non-equilibrium geometry. Source: the OMol25 dataset; level of theory: the ωB97M-V functional and the def2-TZVPD basis.

Each line ends with the Löwdin charge.
Element x y z (Å)
C1 5.235 0.477 -3.485  -0.14
O1 4.403 1.584 -3.532  -0.20
C2 3.761 2.028 -2.311  -0.19
C3 2.633 2.894 -2.821  -0.18
N1 1.620 2.052 -3.530  -0.02
C4 0.281 2.626 -3.448  -0.19
C5 0.090 3.947 -4.228  -0.20
O2 0.631 3.740 -5.538  -0.20
C6 0.780 4.956 -6.247  -0.13
H1 4.637 -0.434 -3.335  0.09
H2 5.982 0.528 -2.681  0.09
H3 5.760 0.379 -4.431  0.08
H4 4.463 2.708 -1.813  0.12
H5 3.433 1.251 -1.627  0.11
H6 3.109 3.636 -3.484  0.13
H7 2.152 3.345 -1.947  0.08
H8 1.862 1.918 -4.505  0.10
H9 0.050 2.959 -2.472  0.07
H10 -0.445 1.887 -3.724  0.09
H11 0.703 4.802 -3.862  0.12
H12 -0.976 4.212 -4.275  0.11
H13 -0.200 5.451 -6.331  0.08
H14 1.049 4.672 -7.282  0.09
H15 1.512 5.729 -5.905  0.10
C7 -2.047 -0.349 -12.012  -0.08
O3 -1.457 -0.368 -10.681  -0.19
C8 -2.071 -1.328 -9.880  -0.28
C9 -1.604 -1.104 -8.460  -0.20
N2 -1.999 -2.249 -7.613  -0.06
C10 -1.778 -2.177 -6.133  -0.20
C11 -0.386 -2.480 -5.699  -0.26
O4 -0.189 -2.202 -4.353  -0.21
C12 0.183 -0.855 -4.014  -0.08
H16 -3.132 -0.074 -11.984  0.10
H17 -2.040 -1.365 -12.374  0.07
H18 -1.417 0.280 -12.627  0.08
H19 -1.880 -2.353 -10.221  0.12
H20 -3.157 -1.242 -9.879  0.12
H21 -2.100 -0.191 -8.170  0.11
H22 -0.525 -0.887 -8.382  0.12
H23 -1.607 -3.116 -7.954  0.10
H24 -2.516 -2.873 -5.680  0.12
H25 -2.144 -1.186 -5.741  0.13
H26 0.312 -1.875 -6.288  0.12
H27 -0.095 -3.533 -5.901  0.13
H28 0.298 -0.772 -2.929  0.06
H29 -0.600 -0.223 -4.396  0.06
H30 1.097 -0.485 -4.527  0.09
C13 0.524 -3.093 -1.044  -0.08
O5 0.644 -3.363 0.332  -0.19
C14 1.866 -3.268 0.942  -0.26
C15 2.842 -4.314 0.431  -0.22
N3 2.453 -5.659 0.863  -0.04
C16 3.335 -6.708 0.265  -0.20
C17 3.285 -6.847 -1.252  -0.21
O6 1.922 -6.903 -1.719  -0.21
C18 1.753 -6.913 -3.094  -0.14
H31 0.846 -2.095 -1.338  0.07
H32 -0.553 -3.216 -1.211  0.08
H33 1.045 -3.837 -1.700  0.10
H34 1.708 -3.460 1.992  0.13
H35 2.280 -2.253 0.889  0.10
H36 3.784 -4.113 0.955  0.12
H37 2.960 -4.171 -0.625  0.09
H38 1.495 -5.843 0.521  0.11
H39 3.093 -7.668 0.736  0.11
H40 4.358 -6.488 0.611  0.12
H41 3.912 -7.695 -1.571  0.12
H42 3.747 -5.938 -1.710  0.12
H43 2.192 -5.975 -3.485  0.09
H44 0.666 -6.860 -3.302  0.10
H45 2.215 -7.775 -3.619  0.09
C19 -4.178 0.267 2.917  -0.10
O7 -3.898 -0.424 4.124  -0.20
C20 -2.554 -0.219 4.603  -0.21
C21 -2.405 -0.984 5.886  -0.22
N4 -3.450 -0.698 6.895  -0.04
C22 -3.283 -1.522 8.114  -0.22
C23 -4.502 -1.431 9.019  -0.20
O8 -5.679 -2.000 8.370  -0.21
C24 -6.915 -1.752 9.044  -0.12
H46 -5.136 -0.051 2.552  0.09
H47 -3.414 -0.008 2.134  0.10
H48 -4.216 1.317 3.084  0.07
H49 -2.451 0.844 4.802  0.12
H50 -1.885 -0.596 3.839  0.10
H51 -1.430 -0.735 6.320  0.12
H52 -2.352 -2.074 5.645  0.12
H53 -4.298 -1.042 6.450  0.10
H54 -2.416 -1.111 8.680  0.13
H55 -2.992 -2.551 7.895  0.11
H56 -4.621 -0.365 9.209  0.11
H57 -4.350 -1.986 9.958  0.12
H58 -6.971 -0.680 9.277  0.08
H59 -7.130 -2.357 9.919  0.08
H60 -7.735 -1.864 8.280  0.10
C25 -4.166 4.918 2.816  -0.16
O9 -4.740 4.014 1.980  -0.18
C26 -3.745 3.471 1.061  -0.18
C27 -4.518 2.460 0.247  -0.16
N5 -3.589 1.963 -0.810  -0.05
C28 -4.132 0.757 -1.510  -0.17
C29 -3.310 0.513 -2.749  -0.23
O10 -3.638 -0.681 -3.407  -0.17
C30 -3.111 -1.818 -2.755  -0.09
H61 -3.529 5.599 2.225  0.09
H62 -3.535 4.531 3.596  0.07
H63 -4.953 5.522 3.276  0.09
H64 -2.925 3.025 1.630  0.12
H65 -3.344 4.235 0.401  0.10
H66 -5.408 2.897 -0.194  0.13
H67 -4.841 1.653 0.893  0.09
H68 -3.509 2.724 -1.477  0.08
H69 -5.186 0.863 -1.777  0.12
H70 -4.167 -0.088 -0.775  0.11
H71 -2.244 0.601 -2.449  0.11
H72 -3.558 1.316 -3.476  0.13
H73 -2.011 -1.868 -2.688  0.08
H74 -3.449 -2.659 -3.339  0.09
H75 -3.606 -1.853 -1.802  0.06
C31 8.788 -2.844 7.608  -0.12
O11 7.477 -2.479 7.277  -0.19
C32 7.340 -1.768 6.080  -0.26
C33 5.916 -1.321 5.931  -0.20
N6 5.674 -0.662 4.638  -0.06
C34 5.137 -1.502 3.630  -0.24
C35 4.937 -0.888 2.276  -0.18
O12 4.045 0.215 2.510  -0.19
C36 3.827 1.023 1.430  -0.15
H76 9.366 -1.965 7.963  0.09
H77 9.328 -3.085 6.675  0.08
H78 8.841 -3.689 8.264  0.08
H79 7.676 -2.344 5.181  0.13
H80 7.929 -0.812 6.116  0.14
H81 5.777 -0.608 6.734  0.12
H82 5.228 -2.156 6.042  0.12
H83 5.216 0.203 4.806  0.10
H84 4.239 -2.000 3.952  0.11
H85 5.894 -2.315 3.535  0.13
H86 4.444 -1.585 1.574  0.11
H87 5.825 -0.484 1.838  0.11
H88 3.346 0.494 0.609  0.07
H89 4.765 1.471 1.093  0.09
H90 3.192 1.860 1.732  0.07
C37 3.001 4.641 1.185  -0.07
C38 1.756 4.358 0.420  -0.33
O13 1.498 2.962 0.399  -0.10
H91 2.792 4.418 2.240  0.09
H92 3.310 5.656 1.097  0.07
H93 3.764 4.038 0.796  0.05
H94 1.855 4.743 -0.625  0.10
H95 0.955 4.950 0.807  0.10
H96 0.574 2.757 0.296  0.02
C39 -0.061 3.010 3.234  -0.07
C40 -0.308 3.538 4.614  -0.30
O14 -0.184 4.971 4.675  -0.09
H97 -0.665 3.486 2.482  0.06
H98 -0.360 1.979 3.074  0.06
H99 0.960 3.056 2.906  0.06
H100 0.393 3.054 5.300  0.11
H101 -1.304 3.368 5.000  0.09
H102 -0.113 5.191 5.609  0.08
C41 -2.454 -3.133 2.294  -0.06
C42 -2.702 -2.412 0.969  -0.33
O15 -4.050 -2.104 0.715  -0.09
H103 -2.979 -4.118 2.279  0.09
H104 -2.834 -2.450 3.105  0.06
H105 -1.396 -3.277 2.526  0.07
H106 -2.379 -3.041 0.108  0.11
H107 -2.091 -1.495 0.948  0.08
H108 -4.496 -1.909 1.544  0.06
C43 -1.423 5.143 -1.419  -0.09
C44 -2.549 5.363 -2.329  -0.33
O16 -2.938 4.141 -2.953  -0.10
H109 -0.487 4.948 -1.949  0.06
H110 -1.573 4.306 -0.739  0.06
H111 -1.334 6.058 -0.822  0.10
H112 -2.281 6.185 -3.060  0.13
H113 -3.412 5.803 -1.828  0.11
H114 -3.602 4.306 -3.645  0.11
C45 0.327 0.186 1.087  -0.06
C46 -0.249 0.515 -0.277  -0.29
O17 -0.872 1.789 -0.190  -0.13
H115 -0.481 -0.129 1.804  0.07
H116 0.875 1.041 1.509  0.05
H117 1.046 -0.664 1.063  0.06
H118 -1.034 -0.232 -0.532  0.11
H119 0.571 0.564 -1.016  0.11
H120 -1.845 1.723 -0.277  0.04

Values from the calculation:
Orbital gap   8.8 eV
Relative energy (zero: lowest compared OMol25 entry of this formula, charge and spin)   0.0 kcal per mole
Molar mass   1029.491 g mol⁻¹

---

No. 2
14 unconnected molecules or ions with the total composition C46H123N3O22 in a non-equilibrium geometry. Source: the OMol25 dataset; level of theory: the ωB97M-V functional and the def2-TZVPD basis.

Each line ends with the Löwdin charge.
Element x y z (Å)
C1 -8.451 -16.666 -16.751  -0.23
C2 -9.678 -17.188 -17.539  -0.28
O1 -10.198 -16.146 -18.274  -0.04
O2 -7.465 -16.077 -17.596  -0.07
H1 -7.988 -17.421 -16.116  0.11
H2 -8.768 -15.868 -16.079  0.11
H3 -10.440 -17.477 -16.815  0.11
H4 -9.513 -18.127 -18.068  0.11
H5 -11.136 -16.336 -18.344  0.09
H6 -6.618 -16.119 -17.145  0.08
C3 5.199 -13.825 -22.468  -0.21
C4 6.288 -13.356 -21.592  -0.21
O3 7.554 -14.047 -21.944  -0.10
O4 5.143 -13.252 -23.844  -0.08
H7 4.246 -13.640 -21.971  0.11
H8 5.229 -14.904 -22.619  0.12
H9 6.133 -13.531 -20.527  0.11
H10 6.570 -12.311 -21.720  0.12
H11 8.347 -13.562 -21.704  0.07
H12 4.398 -12.662 -23.985  0.07
C5 -2.462 -18.282 -24.270  -0.24
C6 -2.193 -17.605 -25.602  -0.23
O5 -3.258 -16.758 -26.109  -0.06
O6 -3.437 -19.342 -24.427  -0.07
H13 -2.780 -17.627 -23.459  0.12
H14 -1.532 -18.711 -23.898  0.12
H15 -2.050 -18.426 -26.304  0.12
H16 -1.226 -17.117 -25.474  0.11
H17 -3.563 -16.248 -25.355  0.07
H18 -4.258 -18.845 -24.461  0.08
C7 5.529 -12.537 -7.272  -0.24
C8 6.378 -11.986 -6.138  -0.27
O7 6.953 -10.767 -6.549  -0.06
O8 4.837 -13.741 -6.854  -0.07
H19 6.201 -12.695 -8.115  0.11
H20 4.802 -11.844 -7.697  0.12
H21 7.172 -12.649 -5.793  0.12
H22 5.710 -11.876 -5.284  0.12
H23 6.497 -10.105 -6.024  0.09
H24 5.560 -14.366 -6.758  0.08
C9 -2.405 -25.634 -19.085  -0.25
C10 -2.694 -24.510 -18.077  -0.24
O9 -1.573 -24.216 -17.283  -0.07
O10 -2.534 -26.950 -18.553  -0.06
H25 -1.447 -25.510 -19.591  0.12
H26 -3.066 -25.493 -19.939  0.11
H27 -3.454 -24.922 -17.413  0.12
H28 -3.035 -23.609 -18.587  0.12
H29 -1.116 -25.003 -16.976  0.08
H30 -1.873 -27.141 -17.883  0.08
C11 -8.227 -8.547 -11.110  -0.10
O11 -9.631 -8.728 -10.915  -0.23
C12 -9.964 -10.014 -10.303  -0.18
C13 -11.456 -9.995 -9.857  -0.22
N1 -12.382 -10.228 -10.958  -0.06
C14 -13.831 -10.152 -10.523  -0.17
C15 -14.490 -8.909 -9.823  -0.26
O12 -15.769 -9.260 -9.437  -0.19
C16 -16.466 -8.216 -8.727  -0.08
H31 -7.677 -8.948 -10.258  0.08
H32 -8.055 -7.500 -11.359  0.09
H33 -8.026 -9.173 -11.979  0.08
H34 -9.289 -10.228 -9.475  0.11
H35 -9.823 -10.768 -11.078  0.12
H36 -11.619 -9.025 -9.387  0.10
H37 -11.649 -10.768 -9.114  0.12
H38 -12.247 -9.545 -11.690  0.10
H39 -14.039 -11.047 -9.935  0.11
H40 -14.433 -10.321 -11.416  0.11
H41 -14.545 -8.005 -10.430  0.12
H42 -13.828 -8.650 -8.996  0.10
H43 -16.124 -8.053 -7.705  0.08
H44 -17.502 -8.547 -8.800  0.09
H45 -16.365 -7.256 -9.235  0.08
C17 -0.018 -14.703 -11.907  -0.14
O13 -1.338 -14.469 -12.310  -0.17
C18 -2.118 -15.674 -12.518  -0.19
C19 -1.670 -16.665 -13.598  -0.22
N2 -1.495 -16.167 -14.968  -0.05
C20 -0.572 -16.995 -15.763  -0.17
C21 0.936 -16.804 -15.311  -0.20
O14 1.295 -15.427 -15.421  -0.20
C22 2.460 -15.040 -14.722  -0.11
H46 -0.099 -14.893 -10.836  0.08
H47 0.633 -13.828 -11.909  0.09
H48 0.523 -15.584 -12.251  0.07
H49 -3.099 -15.301 -12.812  0.12
H50 -2.155 -16.230 -11.581  0.12
H51 -2.132 -17.647 -13.496  0.12
H52 -0.692 -16.885 -13.169  0.07
H53 -0.953 -15.319 -14.877  0.09
H54 -0.625 -16.621 -16.785  0.11
H55 -0.867 -18.044 -15.792  0.11
H56 1.634 -17.375 -15.925  0.11
H57 1.129 -17.174 -14.304  0.10
H58 2.691 -13.993 -14.915  0.09
H59 3.298 -15.619 -15.109  0.09
H60 2.407 -15.122 -13.636  0.07
C23 -1.203 -6.227 -5.433  -0.09
O15 -1.143 -7.549 -4.872  -0.23
C24 -0.045 -8.341 -5.393  -0.20
C25 -0.053 -9.618 -4.529  -0.21
N3 0.383 -9.373 -3.145  -0.06
C26 0.256 -10.548 -2.261  -0.20
C27 0.488 -10.106 -0.824  -0.23
O16 -0.392 -9.005 -0.574  -0.20
C28 -0.419 -8.593 0.820  -0.08
H61 -2.169 -5.819 -5.135  0.09
H62 -1.298 -6.437 -6.499  0.08
H63 -0.295 -5.702 -5.138  0.09
H64 0.922 -7.838 -5.390  0.12
H65 -0.292 -8.558 -6.432  0.11
H66 0.440 -10.436 -5.055  0.11
H67 -1.083 -9.966 -4.447  0.11
H68 -0.216 -8.649 -2.775  0.09
H69 0.897 -11.363 -2.596  0.12
H70 -0.773 -10.900 -2.336  0.11
H71 1.514 -9.765 -0.685  0.12
H72 0.453 -10.914 -0.093  0.11
H73 0.491 -8.072 1.121  0.08
H74 -0.507 -9.442 1.497  0.08
H75 -1.294 -7.968 0.999  0.08
C29 -4.826 -22.501 -10.133  -0.05
C30 -6.186 -22.433 -9.422  -0.49
C31 -6.109 -21.937 -7.958  -0.07
O17 -7.066 -21.593 -10.124  -0.06
H76 -4.206 -21.608 -10.058  0.08
H77 -4.987 -22.835 -11.158  0.08
H78 -4.246 -23.309 -9.688  0.07
H79 -6.724 -23.380 -9.374  0.13
H80 -7.036 -22.143 -7.423  0.07
H81 -5.810 -20.893 -7.865  0.08
H82 -5.335 -22.431 -7.371  0.07
H83 -7.888 -21.485 -9.640  0.09
C32 2.508 -23.115 -24.269  -0.06
C33 3.708 -22.516 -23.571  -0.50
C34 3.381 -21.316 -22.714  -0.09
O18 4.013 -23.415 -22.544  -0.06
H84 2.575 -24.040 -24.841  0.08
H85 2.005 -22.356 -24.869  0.08
H86 1.692 -23.307 -23.572  0.08
H87 4.519 -22.159 -24.206  0.14
H88 2.604 -21.461 -21.963  0.08
H89 3.122 -20.402 -23.249  0.07
H90 4.228 -21.014 -22.099  0.08
H91 4.935 -23.274 -22.318  0.09
C35 3.927 -24.255 -13.488  -0.04
C36 5.209 -25.045 -13.983  -0.49
C37 5.754 -26.095 -13.030  -0.07
O19 4.857 -25.731 -15.160  -0.06
H92 3.623 -23.424 -14.124  0.07
H93 4.176 -23.794 -12.532  0.06
H94 3.059 -24.858 -13.224  0.07
H95 6.038 -24.389 -14.248  0.13
H96 4.930 -26.804 -12.949  0.08
H97 6.073 -25.677 -12.075  0.08
H98 6.606 -26.650 -13.423  0.08
H99 5.675 -25.898 -15.635  0.09
C38 6.722 -18.781 -10.410  -0.06
C39 7.283 -19.389 -9.152  -0.56
C40 8.477 -20.302 -9.318  -0.06
O20 7.659 -18.409 -8.259  -0.04
H100 5.912 -18.103 -10.141  0.08
H101 6.204 -19.576 -10.947  0.08
H102 7.439 -18.275 -11.056  0.08
H103 6.503 -19.924 -8.610  0.14
H104 9.303 -19.713 -9.715  0.08
H105 8.242 -21.091 -10.033  0.08
H106 8.811 -20.729 -8.372  0.08
H107 8.416 -17.996 -8.679  0.09
C41 -0.872 -9.343 -17.193  -0.07
C42 -0.105 -8.722 -18.339  -0.54
C43 0.955 -9.646 -18.892  -0.07
O21 -0.944 -8.357 -19.368  -0.03
H108 -1.367 -10.308 -17.297  0.08
H109 -1.563 -8.612 -16.773  0.08
H110 -0.274 -9.447 -16.287  0.08
H111 0.382 -7.823 -17.960  0.14
H112 0.551 -10.613 -19.192  0.08
H113 1.665 -9.897 -18.104  0.07
H114 1.649 -9.287 -19.652  0.08
H115 -1.564 -9.079 -19.501  0.09
C44 9.964 -19.179 -17.734  -0.05
C45 11.299 -19.807 -17.260  -0.53
C46 11.664 -19.334 -15.889  -0.07
O22 11.183 -21.176 -17.118  -0.04
H116 9.473 -19.552 -18.633  0.07
H117 10.111 -18.107 -17.869  0.08
H118 9.254 -19.364 -16.928  0.08
H119 12.036 -19.572 -18.027  0.13
H120 12.455 -19.905 -15.401  0.08
H121 10.842 -19.461 -15.184  0.08
H122 11.914 -18.275 -15.841  0.08
H123 10.684 -21.453 -17.889  0.09

Values from the calculation:
Orbital gap   8.7 eV
Relative energy (zero: lowest compared OMol25 entry of this formula, charge and spin)   92.6 kcal per mole
Molar mass   1070.489 g mol⁻¹

---

We obtain E_LUMO values of 0.37, 0.18 eV for the records listed above, in that order.